[1]
The following is a DFT calculation (the ωB97M-V functional and the def2-TZVPD basis) of a cluster of 2 separate species, C8H5Cl2O3S in total.

Values from the calculation:
- Charge: -1
- Spin multiplicity: 1
- Energy relative to the best compared isomer or geometry (same formula, charge and spin): 0.0 kcal/mol
- Gap between HOMO and LUMO: 8.5 eV
- E_LUMO: 2.939 eV

Structure (XYZ):
```
19
Properties=species:S:1:pos:R:3:mulliken_charge:R:1
C -0.786 0.586 -1.195 -0.20
C 0.099 -0.459 -1.006 -0.54
C -1.301 1.274 -0.111 -0.55
C -0.023 -0.134 1.377 -0.44
C 0.494 -0.804 0.278 0.02
C -0.921 0.895 1.165 0.45
C 3.981 0.899 -0.019 0.48
C 2.720 1.604 -0.628 0.61
O 4.992 1.414 -0.469 -0.63
O 3.811 -0.026 0.779 -0.72
O 2.316 1.654 -1.740 -0.47
S 1.687 -2.108 0.517 -0.36
Cl -1.590 1.729 2.525 -0.26
Cl 1.976 2.717 0.596 -0.25
H -1.065 0.880 -2.196 0.35
H 0.513 -0.994 -1.846 0.39
H -1.981 2.101 -0.250 0.39
H 0.286 -0.407 2.374 0.40
H 2.710 -1.225 0.711 0.33
```



[2]
The following is a DFT calculation (the ωB97M-V functional and the def2-TZVPD basis) of the ion C8H5ClNO2 with charge -1 at a distorted geometry.

Values from the calculation:
- Charge: -1
- Spin multiplicity: 1
- Gap between HOMO and LUMO (alpha / beta): 6.4 / 6.4 eV
- E_LUMO (alpha / beta): 3.420 / 3.420 eV

Structure (XYZ):
```
17
Properties=species:S:1:pos:R:3:mulliken_charge:R:1
C 2.278 0.834 0.388 -0.16
C -0.265 -0.034 -0.114 0.47
C 0.049 1.243 0.266 -0.78
C -3.067 0.792 -1.481 0.41
C -2.666 0.560 -0.254 0.08
C -1.502 -0.579 -0.173 0.53
C 1.948 -0.493 0.961 -0.64
C 0.948 -1.054 -0.151 -0.76
N 1.284 1.640 0.155 -0.34
O -3.336 0.820 -2.644 -0.51
O -1.987 -1.661 -0.486 -0.70
Cl -3.240 1.241 1.214 -0.22
H 3.320 1.137 0.315 0.38
H 2.825 -1.132 1.075 0.30
H 1.508 -0.272 1.957 0.31
H 0.591 -2.028 0.155 0.33
H 1.311 -1.014 -1.182 0.30
```



[3]
The following is a DFT calculation (the ωB97M-V functional and the def2-TZVPD basis) of a structure of composition C8H5CuF5NO4S2 at a distorted geometry.

Values from the calculation:
- Charge: 0
- Spin multiplicity: 1
- Gap between HOMO and LUMO: 6.9 eV
- E_LUMO: -2.495 eV

Structure (XYZ):
```
26
Properties=species:S:1:pos:R:3:mulliken_charge:R:1
O 2.620 -2.968 -0.152 -0.62
S 2.734 -1.549 0.016 0.81
O 2.755 -1.016 1.357 -0.58
N 1.585 -0.845 -0.861 -0.33
S 1.868 0.562 -1.471 1.00
O 1.006 0.754 -2.627 -0.68
O 3.248 0.938 -1.592 -0.66
C 1.076 1.754 -0.249 1.10
F 0.434 2.717 -0.979 -0.28
F 1.992 2.358 0.532 -0.29
C 0.067 0.983 0.540 -0.64
C 0.169 0.621 1.872 -0.70
C -0.844 -0.143 2.446 -0.56
C -1.926 -0.576 1.689 -0.99
C -1.967 -0.230 0.352 0.96
C -2.952 -0.675 -0.641 0.94
F -3.893 -1.523 -0.281 -0.24
F -3.544 0.363 -1.314 -0.27
F -2.206 -1.334 -1.665 -0.28
C -0.996 0.567 -0.199 0.13
H 3.874 -1.130 -0.557 0.16
H 1.032 0.943 2.431 0.49
H -0.754 -0.430 3.481 0.42
H -2.692 -1.198 2.125 0.49
H -1.030 0.847 -1.246 -0.05
Cu -1.658 0.212 -3.006 0.67
```



Number 1: E -50402.3366 eV. Number 2: E -26480.9856 eV. Number 3: E -97951.3807 eV.